No. 1
Below is an isolated ion of composition CH6N and charge +1 in a non-equilibrium geometry, with properties calculated with ωB97M-V/def2-TZVPD.

Each line ends with the Mulliken charge.
Cartesian coordinates (Å):
1 C -0.65168 0.28426 -0.35029  -0.767
2 N 0.56505 -0.29770 0.30763  -0.404
3 H -1.01630 0.87688 0.38032  0.376
4 H -0.26322 1.00927 -1.02449  0.355
5 H -1.26531 -0.56961 -0.81679  0.307
6 H 1.11727 0.43275 0.73830  0.358
7 H 1.19262 -0.89590 -0.38085  0.406
8 H 0.32158 -0.83995 1.14617  0.370

The value obtained for the LUMO energy is -4.354 eV. As for the relative energy (zero: lowest compared OMol25 entry of this formula, charge and spin): 0.5603 eV. Its SMILES is C[NH3+]. The total energy is -96.16799 Eh. Its charge is +1. Its HOMO energy is -19.521 eV. For the maximum force, the calculation gives 3.66 eV/A. Its gap between HOMO and LUMO is 15.17 eV.

No. 2
Below is an isolated ion of composition C6H16ClNOP and charge +1 in a non-equilibrium geometry, with properties calculated with ωB97M-V/def2-TZVPD.

Each line ends with the Mulliken charge.
Cartesian coordinates (Å):
1 N 3.42959 0.91545 1.45810  -0.568
2 C 3.45435 0.39854 0.08166  -0.724
3 C 2.18074 -0.44806 -0.28392  0.087
4 O 2.54871 -1.15516 -1.46393  -0.478
5 C 1.04188 0.57973 -0.58609  -0.717
6 P -0.65367 -0.14685 -0.74828  0.220
7 C -1.54633 -0.36290 0.87881  -0.731
8 C -2.99254 -0.86395 0.52172  -0.596
9 C -3.88150 0.20790 -0.17282  -0.584
10 Cl -3.54649 1.90033 0.36088  -0.149
11 H 2.71911 0.43962 2.00349  0.240
12 H 3.17004 1.89453 1.43023  0.304
13 H 3.47091 1.22540 -0.64780  0.334
14 H 4.31476 -0.27708 -0.05571  0.330
15 H 1.93367 -1.16029 0.52891  0.304
16 H 1.77274 -1.56306 -1.84821  0.313
17 H 1.08048 1.38902 0.16285  0.391
18 H 1.28222 1.04535 -1.56318  0.374
19 H -0.70667 -1.35464 -1.48285  0.166
20 H -1.43241 0.80781 -1.46653  0.184
21 H -1.06735 -1.15568 1.47872  0.405
22 H -1.53644 0.56765 1.46389  0.488
23 H -3.47875 -1.35494 1.37977  0.367
24 H -2.85476 -1.67821 -0.22252  0.322
25 H -4.93417 -0.00668 0.06112  0.373
26 H -3.76812 0.15615 -1.26831  0.344

The value obtained for the LUMO energy is -3.250 eV. The total energy is -1169.46497 Eh. Its charge is +1. Its HOMO energy is -12.748 eV. For the maximum force, the calculation gives 2.09 eV/A. Its gap between HOMO and LUMO is 9.50 eV.

No. 3
Below is a 2-piece molecular cluster, C3H9NO overall in a non-equilibrium geometry, with properties calculated with ωB97M-V/def2-TZVPD.

Each line ends with the Mulliken charge.
Cartesian coordinates (Å):
1 C -0.63509 -1.75670 -1.37744  -0.504
2 O -0.67322 -1.75644 -0.01410  -0.820
3 H -0.86334 -0.80294 -1.86146  0.167
4 H 0.27196 -2.14263 -1.88525  0.165
5 H -1.41416 -2.57522 -1.58922  0.172
6 C 0.77273 1.49910 0.24448  -0.146
7 C -0.52362 1.89924 0.10794  -0.683
8 N 1.07387 0.52002 1.27193  -0.244
9 H 1.25268 1.65363 -0.70282  0.340
10 H -0.95118 2.66188 -0.50868  0.296
11 H -1.06627 0.92372 0.14640  0.262
12 H 1.95418 0.54485 1.83688  0.380
13 H 0.25857 0.65051 1.90152  0.415
14 H 0.81266 -0.37523 0.81424  0.200

The value obtained for the LUMO energy is -0.630 eV. As for the relative energy (zero: lowest compared OMol25 entry of this formula, charge and spin): 6.7296 eV. The total energy is -249.46639 Eh. Its charge is 0. Its HOMO energy is -6.303 eV. For the maximum force, the calculation gives 3.56 eV/A. Its gap between HOMO and LUMO is 5.67 eV.

No. 4
Below is C36H37MoNP2 as an isolated structure in a non-equilibrium geometry, with properties calculated with ωB97M-V/def2-TZVPD.

Each line ends with the Mulliken charge.
Cartesian coordinates (Å):
1 Mo -0.00907 -0.02608 0.12901  0.422
2 C 1.24021 1.85484 -0.02097  -0.379
3 C 1.59626 0.91443 -1.03713  -0.474
4 C 2.88176 0.09402 -0.95642  -0.715
5 C 2.69163 -1.34167 -0.43431  -0.365
6 C 1.56032 -1.44713 0.56925  -0.492
7 C 1.38196 -0.52349 1.65904  0.164
8 C 2.33447 0.63378 1.95514  -1.023
9 C 1.99398 1.98268 1.27476  -0.603
10 C -1.44480 -1.53206 0.41940  -1.018
11 H 0.72911 2.76738 -0.35078  0.415
12 H 1.26542 1.15804 -2.05756  0.602
13 H 3.64520 0.61419 -0.35952  0.335
14 H 3.31850 0.04119 -1.96619  0.408
15 H 2.48777 -2.02614 -1.27467  0.031
16 H 3.64254 -1.70000 -0.00473  0.366
17 H 1.16807 -2.46493 0.71026  0.521
18 H 0.85724 -0.94450 2.53236  0.501
19 H 3.38059 0.36351 1.73585  0.306
20 H 2.30437 0.78730 3.04807  0.373
21 H 1.39817 2.58392 1.97045  0.537
22 H 2.92430 2.55229 1.14409  0.375
23 H -2.38749 -0.96762 0.54084  0.365
24 H -1.24868 -2.11841 1.33161  0.312
25 H -1.49228 -2.19328 -0.45936  0.371
26 P 2.50360 -6.31974 -6.95999  0.187
27 P 2.27356 -8.62957 -4.40301  0.231
28 C 3.91303 -7.08414 -6.10981  -0.383
29 C 3.81043 -7.89580 -5.02037  -0.462
30 C 3.10506 -6.23359 -8.69128  0.415
31 C 4.46694 -6.19381 -9.02116  0.030
32 C 4.86300 -6.10846 -10.35625  -0.713
33 C 3.91132 -6.05820 -11.37722  -0.479
34 C 2.54765 -6.10196 -11.05213  -0.564
35 C 2.14061 -6.20533 -9.72187  -0.306
36 C 2.64743 -4.55880 -6.42413  0.606
37 C 2.31723 -4.28558 -5.08084  -0.702
38 C 2.45266 -2.98943 -4.58124  -0.180
39 C 2.92445 -1.96038 -5.41029  -0.342
40 C 3.22413 -2.22891 -6.74973  -0.690
41 C 3.04506 -3.51267 -7.27020  -0.372
42 C 2.77344 -10.41752 -4.45590  0.555
43 C 2.87089 -10.99307 -5.73802  -0.409
44 C 3.30652 -12.31114 -5.88479  -0.613
45 C 3.64443 -13.07209 -4.75617  -0.446
46 C 3.52528 -12.50955 -3.48307  -0.594
47 C 3.05529 -11.20092 -3.32604  -0.213
48 C 2.41201 -8.29178 -2.61060  0.563
49 C 1.21933 -8.30937 -1.85732  -0.439
50 C 1.27063 -8.09944 -0.48079  -0.590
51 C 2.49701 -7.85749 0.15421  -0.559
52 C 3.67464 -7.83274 -0.59988  -0.712
53 C 3.63286 -8.02399 -1.98076  0.020
54 H 4.91916 -6.83552 -6.47463  0.390
55 H 4.73565 -8.21642 -4.51437  0.660
56 H 5.22666 -6.22953 -8.24145  0.120
57 H 5.92682 -6.08286 -10.59461  0.400
58 H 4.22854 -5.98912 -12.41943  0.398
59 H 1.80232 -6.05470 -11.84743  0.404
60 H 1.07705 -6.25872 -9.46929  0.371
61 H 1.96315 -5.09718 -4.43856  0.330
62 H 2.18684 -2.78088 -3.54315  0.311
63 H 3.04278 -0.95066 -5.00908  0.358
64 H 3.59185 -1.43091 -7.39867  0.381
65 H 3.22340 -3.69574 -8.33294  0.323
66 H 2.61678 -10.39325 -6.61532  0.353
67 H 3.38323 -12.74465 -6.88170  0.383
68 H 3.98711 -14.10318 -4.87584  0.387
69 H 3.79188 -13.09566 -2.59973  0.383
70 H 2.91977 -10.79324 -2.32116  0.308
71 H 0.26543 -8.49211 -2.36070  0.397
72 H 0.35062 -8.12603 0.10665  0.429
73 H 2.53458 -7.68473 1.23081  0.433
74 H 4.63595 -7.65715 -0.11672  0.431
75 H 4.55231 -7.96154 -2.56312  0.201
76 N -1.74018 1.85074 2.16934  -0.410
77 C -1.10845 1.18159 1.43347  0.087

The value obtained for the LUMO energy (spin up / spin down) is -7.744 / -8.481 eV. As for the relative energy (zero: lowest compared OMol25 entry of this formula, charge and spin): 0.8699 eV. The total energy is -2198.84917 Eh. The multiplicity is 3. Its charge is +2. Its HOMO energy (spin up / spin down) is -13.346 / -12.829 eV. For the maximum force, the calculation gives 3.40 eV/A. Its gap between HOMO and LUMO (spin up / spin down) is 5.60 / 4.35 eV.

No. 5
Below is the molecule C2H7N3O in a non-equilibrium geometry, with properties calculated with ωB97M-V/def2-TZVPD.

Each line ends with the Mulliken charge.
Cartesian coordinates (Å):
1 C 1.39636 1.29052 0.08887  -0.717
2 N 1.00765 -0.01624 -0.30351  0.026
3 O 1.69735 -1.10744 0.24372  -0.458
4 C -0.31887 -0.41609 -0.10539  -0.096
5 N -1.31586 0.41754 -0.10272  -0.199
6 N -2.60972 -0.12215 -0.01391  -0.607
7 H 2.43658 1.42359 -0.22344  0.270
8 H 0.58244 1.81163 -0.42310  0.332
9 H 1.19626 1.62063 1.21711  0.234
10 H 2.38441 -1.28217 -0.40564  0.339
11 H -0.48266 -1.45901 -0.14149  0.385
12 H -2.69232 -0.96388 0.47200  0.234
13 H -3.04296 0.50813 0.59498  0.256

The value obtained for the LUMO energy is 0.877 eV. As for the relative energy (zero: lowest compared OMol25 entry of this formula, charge and spin): 4.5501 eV. Its SMILES is CN(O)/C=N/N. The total energy is -319.78257 Eh. Its charge is 0. Its HOMO energy is -8.205 eV. For the maximum force, the calculation gives 3.89 eV/A. Its gap between HOMO and LUMO is 9.08 eV.

No. 6
Below is the molecule C5H11NO3S in a non-equilibrium geometry, with properties calculated with ωB97M-V/def2-TZVPD.

Each line ends with the Mulliken charge.
Cartesian coordinates (Å):
1 C 2.71624 1.36293 -0.04325  -1.316
2 C 1.64026 0.38489 0.55052  -0.595
3 C 0.61945 -0.09237 -0.52713  -0.250
4 S 0.40384 1.07450 -1.88051  -0.182
5 C -0.87884 -0.52629 0.20321  0.657
6 O -0.54568 -1.09320 1.44009  -0.608
7 O -1.43875 0.70070 0.53467  -0.570
8 C -2.02469 -1.59513 -0.40297  0.292
9 N -3.13712 -0.95625 -0.71675  -0.310
10 O -1.81499 -2.75928 -0.41808  -0.580
11 H 2.29319 2.33664 -0.41123  0.359
12 H 3.13427 0.87142 -0.83313  0.425
13 H 3.18395 1.55862 0.93275  0.378
14 H 1.15779 0.68630 1.43969  0.449
15 H 2.34251 -0.44784 0.86008  0.241
16 H 0.89856 -1.08037 -0.98512  0.401
17 H 0.42777 2.14804 -0.93788  0.116
18 H -0.52649 -2.04255 1.44532  0.345
19 H -1.45218 0.64920 1.45377  0.295
20 H -3.83334 -1.23997 -1.33545  0.190
21 H -3.16578 0.06002 -0.36859  0.265

The value obtained for the LUMO energy is 0.655 eV. As for the relative energy (zero: lowest compared OMol25 entry of this formula, charge and spin): 1.2971 eV. Its SMILES is CC[C@H](S)C(O)(O)C(N)=O. The total energy is -875.72736 Eh. Its charge is 0. Its HOMO energy is -8.748 eV. For the maximum force, the calculation gives 5.35 eV/A. Its gap between HOMO and LUMO is 9.40 eV.

Question: Which value of maximum force does entry 5 give?
Answer: 3.89 eV/A

Question: The highest charge belongs to which entry?
Answer: C36H37MoNP2